No. 1
Computed, not measured: C49H49N3O5P3Sr as an isolated structure, with the ωB97M-V functional and the def2-TZVPD basis.

Values from the calculation:
- Energy above the lowest of the compared OMol25 structures with the same formula, charge and spin: 44.6 kcal per mole
- Frontier orbital gap: 5.44 eV
- E_LUMO: 2.193 eV
- E_HOMO: -3.2 eV
- Energy: -3492.01126 a.u.
- Charge: -1

Cartesian coordinates (Å):
Sr: -0.3213 -0.1696 -0.7173
O: -1.0548 -2.1967 -1.8231
C: -1.2911 -2.5114 -3.0393
C: -2.4206 -3.3183 -3.3716
C: -2.6732 -3.7143 -4.6598
C: -1.8200 -3.3588 -5.7161
C: -0.7196 -2.5860 -5.4302
C: -0.4416 -2.1336 -4.1300
C: 0.7626 -1.3549 -3.9384
N: 1.0626 -0.6787 -2.8971
C: 2.3652 -0.0500 -2.8415
C: 3.0926 -0.5280 -1.5905
N: 2.3789 -0.1789 -0.3536
C: 3.1172 0.3032 0.5586
C: 2.7539 0.7943 1.9014
C: 3.8300 1.2485 2.6686
C: 3.6558 1.8592 3.8958
C: 2.3684 2.0631 4.3658
C: 1.2803 1.6144 3.6377
C: 1.4684 0.9478 2.4338
O: 0.4034 0.4468 1.7399
H: -3.0805 -3.5860 -2.5551
H: -3.5516 -4.3174 -4.8646
H: -2.0252 -3.6826 -6.7278
H: -0.0394 -2.2981 -6.2269
H: 1.4732 -1.3800 -4.7779
H: 2.2300 1.0318 -2.7886
H: 2.9761 -0.2922 -3.7224
H: 4.1086 -0.1164 -1.5765
H: 3.1625 -1.6201 -1.6297
H: 4.1888 0.4401 0.3671
H: 4.8264 1.1452 2.2561
H: 4.5116 2.2020 4.4621
H: 2.2025 2.5758 5.3050
H: 0.2747 1.7831 3.9928
C: -3.6530 -1.5460 0.9217
P: -1.0337 -0.2543 2.3659
C: -1.9973 1.2295 2.7919
C: -3.1385 1.1108 3.5858
C: -3.9438 2.2147 3.8223
C: -3.6363 3.4360 3.2409
C: -2.5294 3.5482 2.4114
C: -1.7115 2.4515 2.1864
C: -0.4191 -0.8857 3.9704
C: 0.4708 -1.9546 3.8704
C: 1.0434 -2.5082 5.0051
C: 0.7038 -2.0212 6.2593
C: -0.1976 -0.9721 6.3711
C: -0.7474 -0.3997 5.2334
C: -3.7456 -0.2828 0.4371
C: -4.8926 0.6052 0.7304
C: -4.6900 1.7509 0.0817
C: -3.4147 1.6244 -0.6536
C: -2.9406 2.5803 -1.4724
P: 0.6653 2.9001 -1.3103
C: 0.5469 3.2315 -3.1125
C: 1.0468 4.4157 -3.6785
C: 0.9026 4.6965 -5.0262
C: 0.2234 3.8137 -5.8617
C: -0.2968 2.6475 -5.3248
C: -0.1243 2.3592 -3.9752
C: 2.4129 3.3027 -0.9830
C: 3.4646 3.2885 -1.9172
C: 4.7736 3.5672 -1.5523
C: 5.0969 3.8788 -0.2364
C: 4.0739 3.9144 0.7039
C: 2.7670 3.6355 0.3369
N: -2.8480 0.3889 -0.3621
H: -4.4593 -1.9392 1.5290
H: -2.8554 -2.2168 0.6378
H: -3.4121 0.1482 4.0027
H: -4.8272 2.1122 4.4406
H: -4.2757 4.2933 3.4117
H: -2.3040 4.4833 1.9152
H: -0.8689 2.5543 1.5113
H: 0.7223 -2.3465 2.8895
H: 1.7480 -3.3250 4.9109
H: 1.1420 -2.4575 7.1482
H: -0.4627 -0.5856 7.3474
H: -1.4203 0.4421 5.3308
H: -5.7285 0.3287 1.3580
H: -5.3221 2.6275 0.0530
H: -3.4838 3.5082 -1.5909
H: -2.0230 2.4673 -2.0316
H: 1.5531 5.1262 -3.0352
H: 1.3064 5.6190 -5.4282
H: 0.1000 4.0380 -6.9142
H: -0.8326 1.9457 -5.9534
H: -0.5198 1.4248 -3.5928
H: 3.2530 3.0723 -2.9575
H: 5.5492 3.5464 -2.3105
H: 6.1179 4.1074 0.0443
H: 4.2911 4.1708 1.7350
H: 1.9842 3.6943 1.0881
C: 0.0782 -5.3084 2.6673
O: 0.2835 -5.4409 1.2694
P: -0.2704 -4.1992 0.3095
O: -1.8559 -4.4749 0.3491
C: -2.4262 -5.6763 -0.1678
O: 0.1364 -4.9344 -1.0729
C: 1.1732 -4.3913 -1.8839
H: -0.0725 -6.3046 3.0836
H: -0.8008 -4.7012 2.9021
H: 0.9526 -4.8590 3.1424
H: -3.4745 -5.6770 0.1234
H: -1.9264 -6.5554 0.2435
H: -2.3448 -5.6919 -1.2543
H: 1.2870 -3.3187 -1.7166
H: 0.8917 -4.5444 -2.9256
H: 2.1101 -4.9118 -1.6750

Here are the Löwdin charges for atoms 1 to 5, given in e: Sr 1.21; O -0.29; C -0.40; C -0.02; C -0.10

No. 2
Computed, not measured: C39H42Cl3MgN6OPS2 as an isolated structure, with the ωB97M-V functional and the def2-TZVPD basis.

Values from the calculation:
- Energy above the lowest of the compared OMol25 structures with the same formula, charge and spin: 17.6 kcal per mole
- Frontier orbital gap: 8.75 eV
- E_LUMO: -4.074 eV
- E_HOMO: -12.8 eV
- Energy: -4633.22335 a.u.
- Charge: +2

Cartesian coordinates (Å):
Mg: -0.2566 -1.6137 0.5056
C: -3.0675 -1.8840 -0.3682
C: -2.8200 -3.2725 0.2163
N: -1.3944 -3.4453 0.5723
C: -1.1627 -4.0621 1.8959
C: -1.5350 -3.1596 3.0683
S: -0.6992 -1.5351 3.0293
C: -2.0724 -0.3473 2.8797
C: -3.0546 -0.6209 1.7483
N: -2.3928 -0.8590 0.4526
H: -4.1425 -1.7033 -0.4601
H: -2.6447 -1.8272 -1.3752
H: -3.1389 -4.0320 -0.4986
H: -3.4272 -3.4226 1.1087
H: -0.9199 -4.0426 -0.1030
H: -0.1009 -4.3119 1.9487
H: -1.7189 -4.9996 1.9945
H: -1.2429 -3.6471 3.9965
H: -2.6074 -2.9815 3.1291
H: -1.5656 0.6098 2.7401
H: -2.5974 -0.2995 3.8332
H: -3.7469 0.2233 1.6758
H: -3.6649 -1.4878 1.9978
H: -2.3863 0.0155 -0.0666
N: 2.7090 -3.9834 0.4226
P: 2.2259 -2.3833 0.1002
C: 2.7344 -2.0128 -1.6079
C: 3.0956 -0.7081 -1.9490
C: 3.4304 -0.3955 -3.2560
C: 3.4052 -1.3807 -4.2353
C: 3.0491 -2.6787 -3.9027
C: 2.7111 -2.9963 -2.5939
C: 3.4443 -1.4792 1.0870
C: 3.0512 -0.8002 2.2368
C: 3.9875 -0.1264 3.0094
C: 5.3228 -0.1353 2.6363
C: 5.7248 -0.8133 1.4911
C: 4.7905 -1.4773 0.7144
C: 2.0376 -5.1380 0.0365
C: 2.5991 -6.3904 0.3131
C: 1.9310 -7.5164 -0.1085
C: 0.7206 -7.3815 -0.7881
C: 0.2440 -6.1090 -0.9971
N: 0.8769 -4.9928 -0.5954
H: 3.6576 -4.1199 0.7408
H: 3.1445 0.0606 -1.1860
H: 3.7281 0.6136 -3.5095
H: 3.6757 -1.1380 -5.2542
H: 3.0421 -3.4503 -4.6609
H: 2.4370 -4.0128 -2.3466
H: 2.0122 -0.8103 2.5478
H: 3.6769 0.3961 3.9043
H: 6.0549 0.3860 3.2384
H: 6.7669 -0.8176 1.2012
H: 5.1057 -1.9797 -0.1931
H: 3.5414 -6.4614 0.8400
H: 2.3466 -8.4964 0.0843
H: 0.1739 -8.2406 -1.1472
H: -0.6906 -5.9578 -1.5288
Cl: -1.8968 9.9848 -1.3167
C: -1.5736 8.3032 -1.1100
C: -0.9743 7.8546 0.0582
C: -0.7306 6.5012 0.2153
C: -1.0724 5.5872 -0.7748
C: -0.8363 4.1114 -0.5869
C: 0.5009 3.6560 -1.1664
N: 0.4894 2.1958 -1.2591
C: 0.1069 1.4731 -2.3621
C: -0.0445 0.1906 -1.9425
N: 0.2326 0.1197 -0.5895
C: 0.5510 1.3495 -0.2200
O: -0.8333 3.7390 0.7855
C: -2.0506 3.1673 1.2749
C: -3.2947 3.8706 0.8347
C: -4.1239 3.4331 -0.1578
Cl: -3.9327 1.9969 -1.1025
S: -5.4224 4.4970 -0.4785
C: -4.8682 5.5734 0.7316
C: -3.7506 5.1183 1.3534
C: -1.6536 6.0737 -1.9395
Cl: -2.0840 4.9713 -3.2214
C: -1.9164 7.4198 -2.1210
H: -0.7089 8.5610 0.8320
H: -0.2865 6.1372 1.1325
H: -1.6129 3.5636 -1.1230
H: 1.3223 3.9796 -0.5280
H: 0.6491 4.0574 -2.1664
H: -0.0172 1.9323 -3.3276
H: -0.2833 -0.6805 -2.5311
H: 0.8107 1.6697 0.7758
H: -1.9604 3.2010 2.3613
H: -2.0984 2.1150 0.9614
H: -5.4135 6.4827 0.9272
H: -3.2482 5.6525 2.1471
H: -2.3787 7.7739 -3.0312

Here are the Löwdin charges for atoms 1 to 5, given in e: Mg 0.51; C -0.17; C -0.15; N -0.12; C -0.24

No. 3
Computed, not measured: a 2-piece molecular cluster, C4H13NOS overall in a non-equilibrium geometry, with the ωB97M-V functional and the def2-TZVPD basis.

Values from the calculation:
- Energy above the lowest of the compared OMol25 structures with the same formula, charge and spin: 48.4 kcal per mole
- Frontier orbital gap: 9.38 eV
- E_LUMO: 0.738 eV
- E_HOMO: -8.6 eV
- Energy: -688.31161 a.u.

Cartesian coordinates (Å):
C: 2.1838 -0.9122 0.9821
N: 0.7657 -0.5100 1.0663
C: 0.5681 0.9703 1.0097
C: 0.3918 1.3052 -0.4659
C: -0.8439 0.5691 -1.1675
S: -2.1910 0.6638 0.0682
H: 2.6565 -0.3158 0.1828
H: 2.6538 -0.7110 1.9782
H: 2.3173 -1.9263 0.5796
H: 0.3145 -0.7782 1.9065
H: -0.1253 1.4974 1.6528
H: 1.5785 1.3034 1.5330
H: 0.3533 2.4262 -0.5807
H: 1.2724 1.0614 -1.0145
H: -1.1716 0.8693 -2.2558
H: -0.4106 -0.4496 -1.3076
H: -1.8186 1.7087 0.8474
O: 0.9023 -2.2357 -1.4521
H: 0.5913 -2.9540 -2.0324
H: 0.4676 -2.4905 -0.5792

Here are the Löwdin charges for atoms 1 to 5, given in e: C -0.13; N -0.15; C -0.30; C -0.28; C -0.52

No. 4
Computed, not measured: a 2-piece molecular cluster, C5H15NO overall in a non-equilibrium geometry, with the ωB97M-V functional and the def2-TZVPD basis.

Values from the calculation:
- Energy above the lowest of the compared OMol25 structures with the same formula, charge and spin: 47.4 kcal per mole
- Frontier orbital gap (spin up / spin down): 2.58 / 9.08 eV
- E_LUMO (spin up / spin down): 3.850 / 3.672 eV
- Expectation value of S²: 0.751
- E_HOMO (spin up / spin down): 1.3 / -5.4 eV
- Spin multiplicity: 2
- Energy: -329.37769 a.u.
- Charge: -1

Cartesian coordinates (Å):
C: 0.7851 -1.1125 0.8092
C: 1.9758 -1.9745 1.2488
C: 0.8236 -0.5420 -0.6147
N: -0.3693 0.4286 -0.6529
C: -1.7884 -0.0898 -0.6005
C: -2.7267 1.0116 -0.8313
H: -0.3399 -1.5198 0.9904
H: 0.6133 -0.1703 1.5108
H: 1.8550 -2.2629 2.3222
H: 2.9657 -1.3430 1.2437
H: 1.9804 -3.0323 0.8113
H: 0.9237 -1.3675 -1.4667
H: 1.7085 0.1137 -0.7767
H: -0.3715 1.0115 -1.5377
H: -1.9205 -0.9579 -1.3784
H: -1.9206 -0.5560 0.3366
H: -3.7867 0.5932 -0.7325
H: -2.3894 1.6590 -0.0582
H: -2.6191 1.6145 -1.7505
H: 2.0427 2.6268 -0.1594
H: 1.0604 2.6516 0.9619
O: 1.4978 3.2179 0.3245

Here are the Löwdin charges for atoms 1 to 5, given in e: C -0.38; C -0.26; C -0.38; N -0.11; C -0.39

No. 5
Computed, not measured: C29H30AlBr2F39O6P as an isolated structure, with the ωB97M-V functional and the def2-TZVPD basis.

Values from the calculation:
- Frontier orbital gap: 5.38 eV
- E_LUMO: 1.145 eV
- E_HOMO: -4.2 eV
- Energy: -11201.27801 a.u.
- Charge: -1

Cartesian coordinates (Å):
C: 10.9439 -0.4070 -5.1642
C: 9.6616 -1.0123 -5.7373
C: 9.4169 -2.4723 -5.3415
Br: 10.8979 -3.5408 -6.0906
Al: 8.9802 -2.6963 -3.3648
C: 8.4426 -0.8900 -2.6240
C: 7.1378 -0.2218 -3.0734
C: 6.2667 -0.9671 -4.0773
Br: 5.9758 0.2226 -1.5229
P: 7.1431 -4.2340 -2.9913
O: 6.2411 -3.3885 -1.8571
O: 7.8002 -5.4631 -2.0680
C: 10.5128 -3.2325 -2.0625
F: 11.2597 -2.1047 -1.7578
F: 9.8957 -3.5765 -0.8563
C: 11.5970 -4.3131 -2.2526
F: 12.5318 -3.8566 -3.0936
F: 12.2195 -4.5789 -1.0789
C: 11.1132 -5.6915 -2.7732
F: 10.6119 -6.4249 -1.7682
F: 12.1464 -6.3681 -3.2968
F: 10.1795 -5.5696 -3.7138
H: 10.9269 0.6844 -5.2515
H: 11.8197 -0.7759 -5.7000
H: 11.0637 -0.6506 -4.1046
H: 9.7090 -0.9401 -6.8339
H: 8.7947 -0.4182 -5.4260
H: 8.5491 -2.8373 -5.9020
H: 9.2656 -0.1918 -2.8204
H: 8.4379 -1.0066 -1.5336
H: 7.3536 0.7735 -3.4668
H: 6.8795 -1.3653 -4.8928
H: 5.7291 -1.7902 -3.6057
H: 5.5209 -0.2960 -4.5149
H: 6.7855 -2.9185 -1.2172
H: 8.2992 -5.1347 -1.3126
C: 1.1987 4.0598 1.9817
C: 1.8327 5.2025 1.1819
C: 1.8747 5.0685 -0.3448
F: 2.6207 4.0135 -0.7113
F: 2.4320 6.1889 -0.8587
F: 3.0587 5.4930 1.6530
F: 1.0259 6.2903 1.4092
O: 2.0711 3.1140 2.5620
C: 2.4723 1.9888 1.9013
C: 3.9985 1.9397 1.7266
F: 4.4204 3.0273 1.0544
F: 4.3152 0.8367 1.0272
F: 1.8345 1.8329 0.7330
F: 2.1468 0.9281 2.6846
H: 0.7387 4.5526 2.8358
H: 0.4000 3.5850 1.4108
H: 0.8633 4.9612 -0.7460
H: 4.4806 1.9062 2.7056
C: -3.5886 2.9850 5.1012
C: -4.7553 1.9941 5.0316
C: -4.4565 0.5668 4.5597
F: -3.9729 0.5825 3.2934
F: -5.6101 -0.1280 4.5416
F: -5.7607 2.5069 4.2969
F: -5.1973 1.8458 6.3159
O: -3.4460 3.8556 3.9949
C: -2.6936 3.5347 2.9094
C: -3.5127 3.5248 1.6065
F: -4.5328 2.6464 1.6921
F: -2.7004 3.1432 0.5993
F: -2.0190 2.3854 3.0719
F: -1.7697 4.5165 2.7425
H: -3.8357 3.6408 5.9346
H: -2.6560 2.4759 5.3458
H: -3.7358 0.0692 5.2118
H: -3.9061 4.5224 1.4065
C: -6.2607 0.0829 0.8835
C: -5.8545 -1.3942 0.9412
C: -4.3575 -1.7187 0.9396
F: -3.7899 -1.3012 -0.2072
F: -4.2094 -3.0592 1.0291
F: -6.4859 -2.1036 -0.0152
F: -6.3140 -1.8349 2.1574
O: -6.6498 0.5945 -0.3767
C: -5.7572 1.1546 -1.2400
C: -5.7041 0.3973 -2.5770
F: -5.3722 -0.8904 -2.3732
F: -4.7644 0.9688 -3.3588
F: -4.5379 1.2867 -0.7015
F: -6.2068 2.4017 -1.5371
H: -7.1688 0.1338 1.4809
H: -5.5230 0.7172 1.3765
H: -3.8630 -1.2448 1.7904
H: -6.6757 0.4522 -3.0713
C: -10.3583 -0.2216 1.3648
C: -10.0822 -0.1487 2.8719
C: -9.8382 -1.4670 3.6168
F: -10.9297 -2.2557 3.5536
F: -9.5898 -1.1874 4.9143
F: -11.0311 0.5705 3.4959
F: -8.8928 0.5255 2.9854
O: -11.7113 -0.1515 0.9658
C: -12.4927 -1.2574 0.8303
C: -13.7155 -1.2074 1.7613
F: -13.3263 -1.0987 3.0449
F: -14.4133 -2.3552 1.6190
F: -11.8027 -2.3968 0.9886
F: -12.9885 -1.2570 -0.4323
H: -9.9106 0.6860 0.9610
H: -9.8412 -1.0715 0.9162
H: -8.9786 -1.9930 3.1929
H: -14.3475 -0.3585 1.4955

Here are the Löwdin charges for atoms 1 to 5, given in e: C -0.14; C -0.39; C -0.72; Br 0.63; Al 0.29

No. 6
Computed, not measured: C4H5N3O2 as an isolated structure in a non-equilibrium geometry, with the ωB97M-V functional and the def2-TZVPD basis.

Values from the calculation:
- Energy above the lowest of the compared OMol25 structures with the same formula, charge and spin: 187.6 kcal per mole
- Frontier orbital gap (spin up / spin down): 8.49 / 8.49 eV
- E_LUMO (spin up / spin down): -0.258 / -0.258 eV
- E_HOMO (spin up / spin down): -8.7 / -8.7 eV
- Energy: -469.94073 a.u.

Cartesian coordinates (Å):
C: 1.9546 -1.8083 -0.0212
C: 2.0454 -0.4389 -0.0468
C: 0.1063 -0.1156 -0.0815
C: -0.6681 1.1638 -0.1171
N: 0.7243 -2.3290 -0.1395
N: -0.2655 -1.3598 -0.2310
N: 3.0398 0.4633 0.2005
O: 4.1169 -0.0534 0.2340
O: 2.7340 1.6151 0.1715
H: 2.8499 -2.4262 0.0065
H: -1.4957 1.1569 0.6171
H: 0.0893 1.9057 0.0790
H: -1.0501 1.3158 -1.1418
H: -1.1854 -1.6398 -0.0175

Here are the Löwdin charges for atoms 1 to 5, given in e: C -0.13; C 0.00; C -0.05; C -0.04; N 0.00

No. 7
Computed, not measured: a 2-piece molecular cluster, C8H10FN overall in a non-equilibrium geometry, with the ωB97M-V functional and the def2-TZVPD basis.

Values from the calculation:
- Energy above the lowest of the compared OMol25 structures with the same formula, charge and spin: 230.7 kcal per mole
- Frontier orbital gap (spin up / spin down): 7.22 / 6.86 eV
- E_LUMO (spin up / spin down): -1.051 / -1.098 eV
- E_HOMO (spin up / spin down): -8.3 / -8.0 eV
- Energy: -465.10449 a.u.

Cartesian coordinates (Å):
C: -4.0447 -0.4664 0.3295
C: -4.9449 -0.5640 -0.5949
C: 2.5980 0.5024 -0.1729
C: -0.8066 -0.1887 0.5241
C: -1.9316 0.4526 0.0596
C: 1.4864 -0.2673 0.0058
C: 2.8193 1.9372 -0.0965
C: 1.5035 -1.7027 0.3451
N: 0.3118 0.4319 0.1038
F: -2.0771 1.7916 0.1245
H: -4.8531 -0.6119 -1.6236
H: -5.9085 -0.7306 -0.3701
H: 3.4751 0.0096 -0.2253
H: -1.0219 -1.1366 0.8358
H: 3.3834 2.3091 0.6852
H: 3.2628 2.3772 -1.0459
H: 1.9288 2.4148 -0.1143
H: 1.2331 -1.9490 1.3109
H: 2.5766 -2.1820 0.2341
H: 1.0097 -2.4273 -0.3149

Here are the Löwdin charges for atoms 1 to 5, given in e: C 0.10; C -0.13; C -0.06; C -0.15; C -0.05

- Which of these has the highest energy?
  C5H15NO

- What is the formula in the second record?
  C39H42Cl3MgN6OPS2

- Which value of energy does entry 5 give?
  -11201.27801 a.u.